No. 1
{"formula": "C2H12NO2", "method": "ωB97M-V with the def2-TZVPD basis set", "species": ["C", "N", "C", "H", "H", "H", "H", "H", "H", "H", "H", "H", "H", "O", "H", "H", "O"], "positions_angstrom": [[-1.508, 0.219, 0.487], [-0.061, 0.234, 0.194], [0.167, 1.126, -1.054], [-1.948, 0.033, 1.442], [-1.902, 1.174, 0.166], [-1.881, -0.624, -0.270], [0.285, -0.766, 0.077], [0.624, 0.574, 0.843], [-0.265, 0.695, -1.953], [1.195, 1.237, -1.507], [-0.234, 2.244, -0.898], [2.391, -0.522, 2.251], [3.114, 0.505, 2.979], [2.690, 0.397, 2.170], [-1.137, -2.869, -1.267], [-0.642, -1.788, -2.295], [-0.887, -1.871, -1.366]], "spin_multiplicity": 1, "total_charge": 1, "de_lowest_kcal_mol": 46.2, "gap_ha": 0.449}

---

No. 2
{"formula": "C4H8N2", "method": "ωB97M-V with the def2-TZVPD basis set", "species": ["C", "N", "C", "C", "C", "N", "H", "H", "H", "H", "H", "H", "H", "H"], "positions_angstrom": [[0.264, -0.975, -1.454], [-1.148, -0.862, -1.038], [-0.151, 0.235, -0.717], [-0.070, 0.086, 0.779], [1.050, 0.740, 1.504], [-0.274, 1.363, 1.502], [0.416, -0.939, -2.529], [0.817, -1.736, -0.911], [-1.881, -0.788, -1.743], [-0.299, 1.165, -1.268], [-1.204, -1.121, 0.046], [1.819, 1.326, 0.994], [1.414, 0.260, 2.416], [-0.748, 1.163, 2.381]], "spin_multiplicity": 1, "de_lowest_kcal_mol": 119.0, "gap_ha": 0.285}

---

No. 3
{"formula": "C39H46CdP2", "method": "ωB97M-V with the def2-TZVPD basis set", "species": ["Cd", "C", "C", "C", "C", "C", "C", "C", "C", "C", "H", "H", "H", "H", "H", "H", "H", "H", "H", "H", "H", "H", "H", "H", "H", "P", "P", "C", "C", "C", "C", "C", "C", "C", "C", "C", "C", "C", "C", "C", "C", "C", "C", "C", "C", "C", "C", "C", "C", "C", "C", "C", "C", "H", "H", "H", "H", "H", "H", "H", "H", "H", "H", "H", "H", "H", "H", "H", "H", "H", "H", "H", "H", "H", "H", "C", "C", "C", "C", "H", "H", "H", "H", "H", "H", "H", "H", "H"], "positions_angstrom": [[-0.798, 2.420, -1.389], [-2.197, 1.400, -3.383], [-2.094, 0.053, -3.199], [-0.914, -0.786, -3.570], [0.381, 0.053, -3.602], [0.568, 1.065, -2.468], [0.764, 2.449, -2.786], [-0.229, 3.138, -3.801], [-1.394, 2.239, -4.353], [1.934, -0.434, 2.387], [-3.172, 1.839, -3.077], [-2.910, -0.502, -2.705], [-1.041, -1.308, -4.537], [-0.823, -1.604, -2.841], [1.249, -0.634, -3.638], [0.404, 0.596, -4.551], [0.942, 0.562, -1.558], [1.754, 2.927, -2.690], [0.328, 3.659, -4.601], [-0.732, 3.978, -3.273], [-2.137, 2.926, -4.782], [-0.991, 1.644, -5.178], [1.349, 0.488, 2.456], [2.777, -0.410, 3.091], [1.318, -1.316, 2.585], [-1.382, -1.307, 0.676], [2.619, -0.582, 0.753], [0.082, -1.748, -0.313], [1.456, -1.526, -0.287], [-2.298, -2.839, 0.668], [-2.577, -3.553, -0.509], [-3.459, -4.633, -0.441], [-4.013, -5.003, 0.793], [-3.706, -4.296, 1.960], [-2.831, -3.224, 1.919], [-2.854, -0.124, 0.177], [-2.487, 1.121, -0.430], [-3.485, 2.118, -0.638], [-4.837, 1.770, -0.544], [-5.193, 0.468, -0.197], [-4.212, -0.474, 0.126], [4.173, -1.558, 0.946], [4.149, -2.917, 1.353], [5.319, -3.668, 1.560], [6.587, -3.109, 1.353], [6.636, -1.762, 0.979], [5.464, -1.010, 0.801], [3.103, 1.098, 0.211], [2.872, 2.280, 0.944], [3.132, 3.511, 0.350], [3.790, 3.573, -0.879], [4.109, 2.402, -1.570], [3.804, 1.162, -1.011], [-0.212, -2.519, -1.040], [2.059, -2.113, -1.019], [-2.142, -3.250, -1.469], [-3.705, -5.170, -1.355], [-4.679, -5.858, 0.838], [-4.147, -4.571, 2.919], [-2.565, -2.648, 2.813], [-1.703, 0.782, -1.186], [-3.274, 3.153, -0.946], [-5.602, 2.517, -0.751], [-6.245, 0.200, -0.125], [-4.546, -1.491, 0.327], [3.203, -3.430, 1.529], [5.278, -4.714, 1.892], [7.507, -3.699, 1.480], [7.623, -1.309, 0.835], [5.586, 0.038, 0.546], [2.511, 2.238, 1.976], [2.827, 4.425, 0.849], [4.046, 4.537, -1.307], [4.577, 2.433, -2.555], [4.108, 0.238, -1.515], [-2.712, 1.822, 4.329], [-1.286, 1.871, 3.700], [-0.264, 1.095, 4.562], [-1.466, 1.322, 2.389], [-3.063, 0.772, 4.332], [-3.403, 2.422, 3.710], [-2.725, 2.211, 5.361], [-0.960, 2.930, 3.589], [-0.420, 0.005, 4.476], [0.757, 1.334, 4.238], [-0.347, 1.387, 5.618], [-0.792, 0.577, 1.989], [-2.122, 1.851, 1.682]], "spin_multiplicity": 1, "gap_ha": [0.137, 0.125]}

---

Number 1: largest force on an atom 3.74 eV Å⁻¹, E_tot -7846.144 eV. Number 2: largest force on an atom 0.51 eV Å⁻¹, E_tot -7252.714 eV. Number 3: largest force on an atom 3.84 eV Å⁻¹, E_tot -64316.600 eV.